1.
{
  "formula": "C47H48NO2Si",
  "method": "ωB97M-V/def2-TZVPD",
  "homo_lumo_gap_ev": 3.95,
  "total_charge": 1,
  "e_lumo_ev": -5.11,
  "spin_multiplicity": 1,
  "homo_energy_ev": -9.06,
  "elements": ["C", "Si", "C", "C", "O", "C", "C", "C", "C", "C", "C", "C", "C", "C", "C", "C", "C", "C", "C", "C", "C", "C", "N", "C", "C", "C", "C", "C", "C", "C", "C", "H", "H", "H", "H", "H", "H", "H", "H", "H", "H", "H", "H", "H", "H", "H", "H", "H", "H", "H", "H", "H", "H", "H", "H", "H", "H", "H", "H", "H", "H", "H", "H", "H", "C", "C", "C", "C", "O", "C", "C", "C", "C", "C", "C", "C", "C", "C", "C", "C", "C", "C", "C", "C", "H", "H", "H", "H", "H", "H", "H", "H", "H", "H", "H", "H", "H", "H", "H"],
  "xyz": [[5.1828, 2.8322, 4.0180], [5.6711, 1.2467, 3.1823], [5.9889, 1.4657, 1.3650], [7.1407, 0.4524, 3.9962], [4.4038, 0.1621, 3.3905], [3.3992, -0.3188, 2.5165], [2.7346, 0.8597, 1.7798], [2.6389, 0.9693, 0.3908], [1.7491, 1.9028, -0.1641], [1.0840, 2.8119, 0.6607], [1.3741, 2.8464, 2.0319], [2.2094, 1.8726, 2.5936], [3.9660, -1.4795, 1.6467], [5.1843, -2.0962, 1.9502], [5.6846, -3.1013, 1.1118], [4.9268, -3.5706, 0.0388], [3.6683, -3.0155, -0.2110], [3.1845, -1.9909, 0.6107], [2.3238, -0.9387, 3.4549], [2.7951, -2.1326, 4.3112], [1.8841, -3.3254, 3.9799], [0.8105, -2.8184, 3.0106], [1.1912, -1.4405, 2.6895], [0.3092, -0.6120, 2.1004], [-0.7715, -1.0210, 1.3395], [-2.0716, -0.5984, 1.7484], [-3.2230, -1.2225, 1.2006], [-4.4899, -0.8195, 1.5938], [-4.6544, 0.2009, 2.5381], [-3.5329, 0.8490, 3.0530], [-2.2517, 0.4741, 2.6600], [5.9712, 3.5799, 3.8554], [4.2432, 3.2436, 3.6271], [5.0765, 2.6817, 5.1008], [6.9668, 1.9546, 1.2517], [6.0254, 0.5071, 0.8322], [5.2347, 2.0997, 0.8848], [7.9904, 1.1459, 3.9579], [6.9339, 0.2127, 5.0465], [7.4430, -0.4669, 3.4802], [3.2385, 0.3230, -0.2510], [1.5905, 1.9151, -1.2479], [0.3687, 3.5255, 0.2325], [0.9537, 3.6246, 2.6757], [2.4015, 1.8656, 3.6700], [5.7580, -1.7876, 2.8281], [6.6676, -3.5196, 1.3247], [5.3024, -4.3747, -0.5986], [3.0408, -3.3688, -1.0284], [2.1859, -1.5777, 0.4590], [1.9700, -0.1508, 4.1416], [3.8661, -2.3508, 4.2011], [2.6442, -1.8384, 5.3628], [2.4391, -4.1467, 3.5127], [1.4231, -3.7291, 4.8900], [0.7459, -3.4332, 2.0976], [-0.1874, -2.8632, 3.4835], [0.3977, 0.4533, 2.3225], [-0.6553, -1.8089, 0.5925], [-3.0736, -2.0165, 0.4573], [-5.3576, -1.3224, 1.1713], [-5.6451, 0.4616, 2.9047], [-3.6502, 1.6535, 3.7734], [-1.3778, 0.9850, 3.0776], [-6.6268, -1.3318, -8.8394], [-5.7643, -0.2548, -8.6001], [-4.7216, -0.3611, -7.6690], [-4.5543, -1.5818, -7.0148], [-3.5782, -1.7916, -6.0386], [-3.4726, -1.0373, -4.8706], [-3.8895, -1.6169, -3.6587], [-3.4506, -1.0933, -2.4591], [-2.7473, 0.1310, -2.4414], [-2.5348, 0.8208, -1.2080], [-2.9413, 2.1694, -1.0641], [-2.7584, 2.8191, 0.1919], [-3.1314, 4.1348, 0.3729], [-3.5551, 4.8989, -0.7372], [-3.7792, 4.2852, -1.9790], [-3.5918, 2.9168, -2.1015], [-2.3527, 0.7081, -3.6785], [-2.7597, 0.1730, -4.8853], [-5.3318, -2.7005, -7.3242], [-6.4006, -2.5572, -8.2037], [-7.4817, -1.2104, -9.5158], [-5.8974, 0.6827, -9.1425], [-4.0378, 0.4631, -7.4712], [-4.5433, -2.4914, -3.6801], [-3.6851, -1.5842, -1.5118], [-2.2238, 0.2536, -0.3291], [-2.3662, 2.2141, 1.0199], [-3.0678, 4.5770, 1.3692], [-3.7381, 5.9634, -0.6194], [-4.1072, 4.8752, -2.8422], [-3.9482, 2.4084, -3.0008], [-1.7216, 1.6018, -3.6686], [-2.5254, 0.6509, -5.8377], [-5.1030, -3.6470, -6.8447], [-7.0533, -3.4094, -8.3940]],
  "forces_ev_per_angstrom": [[0.2, 0.3, 0.1], [-0.5, -0.5, -0.2], [0.2, 0.3, -0.2], [0.1, 0.1, 0.1], [-0.2, -0.2, 0.2], [0.9, -0.4, 0.1], [0.8, 0.0, 0.0], [-0.5, 0.2, 0.1], [0.3, 0.0, 0.1], [0.0, 0.0, 0.0], [0.3, -0.1, 0.1], [-0.5, 0.3, -0.5], [-0.4, 0.5, 0.3], [0.1, 0.1, -0.4], [-0.3, 0.1, 0.3], [-0.1, 0.1, -0.1], [-0.1, 0.1, 0.4], [0.2, -0.3, -0.3], [0.0, 0.0, 0.3], [0.0, 0.4, 0.6], [0.2, -0.4, -0.2], [-0.1, -0.6, -0.3], [-0.7, 0.5, -0.4], [-0.1, -0.2, 0.3], [0.8, -0.5, -0.1], [-0.6, 0.8, -0.5], [0.4, 0.4, 0.1], [-0.1, 0.1, 0.2], [-0.2, -0.2, -0.1], [0.4, -0.1, -0.2], [-0.4, -0.3, 0.1], [-0.2, -0.1, 0.1], [0.3, -0.1, 0.1], [0.0, 0.1, -0.2], [-0.2, -0.1, -0.1], [0.0, 0.1, 0.1], [0.1, -0.1, 0.1], [-0.1, -0.1, 0.1], [0.1, 0.0, -0.2], [-0.1, 0.2, 0.1], [-0.4, 0.1, 0.2], [0.1, 0.1, 0.4], [0.4, -0.3, 0.2], [0.1, -0.3, -0.3], [-0.1, 0.0, -0.4], [-0.2, 0.0, -0.4], [-0.3, 0.0, -0.1], [-0.1, 0.3, 0.2], [0.2, 0.0, 0.2], [0.4, -0.2, -0.2], [0.2, -0.1, -0.4], [-0.4, 0.1, -0.1], [0.2, -0.2, -0.3], [0.0, 0.2, 0.1], [0.1, 0.1, -0.3], [0.1, 0.2, 0.3], [0.2, 0.4, -0.3], [0.0, -0.4, 0.5], [-0.2, -0.4, 0.8], [-0.1, 0.2, 0.5], [0.1, 0.1, 0.1], [0.2, 0.0, -0.2], [0.0, -0.1, -0.1], [-0.4, -0.2, 0.0], [0.1, 0.1, 0.1], [0.0, -0.1, 0.1], [-0.2, -0.5, 0.0], [-0.4, 0.0, -0.1], [0.1, 0.6, 0.9], [0.1, -0.3, -0.7], [0.1, -0.2, -0.4], [0.0, 0.2, 0.3], [0.7, -0.2, -0.8], [-1.0, 0.2, 0.0], [0.1, 0.5, 0.1], [0.0, -0.5, 0.1], [0.0, 0.3, -0.2], [0.2, -0.5, 0.3], [0.1, -0.1, 0.1], [0.3, -0.1, -0.3], [-0.6, 0.6, 0.1], [0.0, -0.5, 0.0], [-0.1, 0.5, 0.1], [0.1, 0.1, -0.2], [0.5, -0.1, 0.3], [0.0, -0.3, 0.2], [-0.3, -0.1, -0.1], [0.5, 0.1, -0.1], [-0.1, 0.3, -0.4], [0.0, 0.3, -0.1], [-0.1, 0.4, -0.4], [0.1, 0.0, -0.4], [0.0, -0.2, 0.0], [-0.1, -0.3, 0.5], [0.3, 0.2, 0.3], [-0.3, -0.3, 0.0], [0.2, -0.3, 0.4], [-0.1, 0.1, 0.0], [0.2, 0.2, 0.0]]
}


2.
{
  "formula": "C4H12N2S",
  "method": "ωB97M-V/def2-TZVPD",
  "smiles": "CC(C)=S(=N)=N.C",
  "de_lowest_kcal_mol": 119.56,
  "homo_lumo_gap_ev": [7.41, 7.55],
  "e_lumo_ev": [-0.52, -0.55],
  "spin_multiplicity": 1,
  "homo_energy_ev": [-7.94, -8.10],
  "elements": ["C", "C", "C", "C", "N", "N", "S", "H", "H", "H", "H", "H", "H", "H", "H", "H", "H", "H", "H"],
  "xyz": [[-1.3171, -0.8964, -0.9084], [1.2824, -1.3427, -0.5191], [-0.3843, 0.2508, 2.2646], [0.1203, -0.4454, -0.9202], [1.8021, 1.4329, -1.4986], [-0.7109, 2.2477, -0.9763], [0.4299, 1.2723, -0.8072], [-1.7791, -0.7756, 0.1686], [-1.8452, -0.0889, -1.5604], [-1.3205, -1.9180, -1.3089], [2.0937, -0.5863, -0.3364], [1.4035, -2.0252, -1.3695], [1.0814, -2.1020, 0.3251], [0.4841, -0.3125, 1.9105], [-0.2760, 0.7887, 3.1648], [-1.0357, -0.5133, 2.4433], [2.2142, 2.2551, -1.1423], [-1.5498, 1.9436, -0.4349], [-0.6931, 0.8152, 1.5052]],
  "forces_ev_per_angstrom": [[-0.3, 2.5, 0.7], [-0.9, 0.2, 0.4], [2.6, -1.8, 1.4], [0.0, 1.5, 1.3], [-0.6, 0.0, 0.1], [-1.5, 0.6, 0.2], [0.3, -4.7, -1.3], [0.7, -0.7, -2.0], [0.3, -1.8, 0.8], [-0.6, 0.3, 0.2], [-0.1, -1.6, -0.2], [0.7, 0.4, -0.1], [0.1, 1.6, -0.7], [0.4, 0.6, 0.5], [0.6, 0.7, 0.9], [-2.3, -1.9, 0.5], [0.9, 1.4, 0.4], [1.0, 0.4, -0.3], [-1.4, 2.4, -2.8]]
}


3.
{
  "formula": "AgH12O6",
  "method": "ωB97M-V/def2-TZVPD",
  "de_lowest_kcal_mol": 31.10,
  "homo_lumo_gap_ev": [9.43, 7.88],
  "total_charge": 2,
  "e_lumo_ev": [-7.55, -8.69],
  "spin_multiplicity": 2,
  "homo_energy_ev": [-16.98, -16.57],
  "elements": ["Ag", "O", "H", "H", "O", "H", "H", "O", "H", "H", "O", "H", "H", "O", "H", "H", "O", "H", "H"],
  "xyz": [[-0.0165, -0.0410, 0.1966], [-0.9639, 0.1954, 1.7215], [-0.8895, 1.1186, 1.9134], [-1.9439, -0.0036, 1.8027], [0.8427, -1.5632, 0.8853], [1.5929, -2.0088, 0.4041], [0.1752, -2.2348, 1.1489], [1.5360, 1.0937, 0.7954], [1.7847, 2.0109, 0.6072], [2.3868, 0.6760, 0.7882], [-0.8876, 1.5926, -0.4950], [-0.7418, 2.1285, -1.2978], [-1.7244, 1.9237, -0.1078], [-1.4489, -1.1096, -0.5532], [-1.5499, -2.0741, -0.4219], [-1.3894, -0.9730, -1.5361], [0.9896, -0.2187, -1.5285], [1.3976, 0.4108, -2.1152], [0.8502, -0.9234, -2.2079]],
  "forces_ev_per_angstrom": [[3.0, 2.5, -3.9], [-5.7, 0.1, 6.4], [0.1, 1.2, 1.1], [1.3, 0.1, 0.0], [3.1, -6.0, 1.8], [-1.0, 0.1, 0.9], [1.2, 0.0, 0.1], [3.3, 3.5, 1.0], [-0.2, 0.3, 0.2], [1.1, -0.6, 0.4], [-2.4, 3.9, -1.5], [-0.1, -0.1, 0.3], [0.4, 0.0, -0.5], [-4.6, -4.3, -4.0], [-0.5, 0.4, -0.4], [-0.8, -0.5, 1.1], [1.2, -1.8, -4.0], [0.7, 1.2, 0.0], [0.0, 0.0, 0.9]]
}


no.,total energy (Ha)
1,-2314.2474
2,-667.1043
3,-604.7328